# 1
The following is a quantum chemistry calculation of a single C4H10N2O2 molecule, from OMol25.

Values from the calculation:
**ΔE to the lowest compared entry with this formula, charge and spin**: 44.3 kcal/mol
**Electronic energy**: -418.3903 Ha
**Structure (SMILES)**: CN[C@H](CO)C(N)=O
**Highest occupied orbital energy**: -8.508 eV
**Total charge**: 0
**Kohn-Sham gap**: 9.22 eV

Last column: Mulliken charge in e.
Geometry (Å):
C 0.8600 -0.2252 -2.1714  -0.953
N 0.5169 -0.7689 -0.8797  -0.340
C -0.0930 0.0194 0.1436  0.261
C 0.8158 1.0286 0.8607  -0.354
O 0.2324 2.3216 0.9993  -0.529
C -0.6721 -1.0169 1.1333  0.139
N -1.9882 -0.9440 1.4003  -0.371
O 0.0807 -1.8623 1.5743  -0.616
H 0.1802 0.6034 -2.4028  0.297
H 0.6493 -0.9700 -2.9221  0.344
H 1.8435 0.2421 -2.2351  0.284
H 1.0001 -1.6019 -0.6082  0.201
H -0.8839 0.5959 -0.3149  0.357
H 1.0676 0.7480 1.8594  0.308
H 1.7482 1.1240 0.3216  0.235
H -0.3104 2.5425 0.2408  0.303
H -2.5469 -0.1472 1.1572  0.190
H -2.5003 -1.6891 1.8438  0.244



# 2
The following is a quantum chemistry calculation of a molecular structure, C42H38F3N7O2Tl, from OMol25.

Values from the calculation:
**ΔE to the lowest compared entry with this formula, charge and spin**: 18.5 kcal/mol
**Electronic energy**: -2629.1268 Ha
**Highest occupied orbital energy**: -4.861 eV
**Total charge**: -1
**Kohn-Sham gap**: 7.23 eV

Last column: Mulliken charge in e.
Geometry (Å):
Tl 0.3630 -0.6634 0.3112  2.574
C -0.5878 -4.0184 -2.9037  -1.741
C -0.7645 -3.2155 -1.6341  1.267
O -0.4038 -1.9849 -1.7061  -0.627
C -1.2067 -3.8574 -0.4948  -1.469
C -1.2091 -3.1455 0.7451  1.194
C -0.6380 -3.7873 1.9754  -1.425
N -1.6673 -1.9196 0.8527  -0.228
N -2.6304 -1.5850 -0.1057  -0.512
C -2.4829 -0.4004 -0.6079  0.480
O -1.4882 0.3944 -0.4458  -0.821
C -3.6054 0.1003 -1.4691  0.269
C -3.5007 1.3573 -2.0538  -0.384
C -4.5334 1.8596 -2.8330  -0.749
C -5.6807 1.1070 -3.0376  -0.396
C -5.7864 -0.1528 -2.4593  -0.684
C -4.7571 -0.6527 -1.6793  -0.295
H 0.4733 -4.0972 -3.1601  0.315
H -1.0878 -3.4998 -3.7233  0.388
H -0.9993 -5.0225 -2.8161  0.431
H -1.2892 -4.9368 -0.5091  0.470
H -1.2476 -4.6673 2.2071  0.564
H -0.6706 -3.1030 2.8192  0.182
H 0.3822 -4.1359 1.8150  0.118
H -2.5963 1.9255 -1.8856  0.420
H -4.4413 2.8412 -3.2817  0.409
H -6.4893 1.4980 -3.6429  0.376
H -6.6792 -0.7462 -2.6158  0.394
H -4.8227 -1.6295 -1.2192  0.457
C 2.6310 -3.0619 -0.8265  -0.342
N 2.0600 -2.3858 0.3391  0.355
C 2.6816 -2.4480 1.4616  -0.041
C 2.1985 -1.7942 2.6299  -0.135
C 2.7286 -1.7551 3.9216  -1.167
C 1.8407 -0.9764 4.6692  -1.003
C 0.8241 -0.5890 3.7886  -0.787
N 1.0373 -1.0858 2.5627  0.569
C 3.1196 -4.4564 -0.5327  -0.438
C 4.4748 -4.7094 -0.3471  -0.119
C 4.9282 -5.9878 -0.0494  -0.736
C 4.0239 -7.0322 0.0653  -0.397
C 2.6689 -6.7914 -0.1203  -0.808
C 2.2216 -5.5138 -0.4177  0.124
H 3.4514 -2.4640 -1.2358  0.507
H 1.8549 -3.0844 -1.5877  -0.246
H 3.6003 -3.0319 1.5616  0.401
H 3.6314 -2.2399 4.2581  0.502
H 1.9080 -0.7228 5.7148  0.438
H -0.0493 0.0058 4.0126  0.556
H 5.1840 -3.8948 -0.4456  0.428
H 5.9865 -6.1653 0.0917  0.377
H 4.3730 -8.0301 0.2980  0.367
H 1.9568 -7.6020 -0.0349  0.401
H 1.1649 -5.3190 -0.5504  0.325
F 0.5534 8.9367 0.4941  -0.278
C 0.0541 8.1692 -0.5004  0.857
F 0.6464 8.6074 -1.6379  -0.270
F -1.2519 8.4785 -0.6107  -0.284
C 0.2875 6.7090 -0.2637  0.493
C 1.5250 6.2920 0.2143  -0.850
C 1.7692 4.9461 0.4118  -0.660
C 0.7780 4.0006 0.1380  0.238
C -0.4595 4.4326 -0.3403  -0.427
C -0.7026 5.7782 -0.5434  -0.632
C 0.9841 2.6004 0.3439  0.460
C 1.0169 1.3975 0.4758  -1.764
H 2.2911 7.0219 0.4413  0.401
H 2.7265 4.6118 0.7873  0.498
H -1.2299 3.6953 -0.5197  0.669
H -1.6715 6.1026 -0.8959  0.436
N 1.5644 -0.7770 -3.0733  0.295
C 2.3535 -0.5436 -4.1331  -0.311
C 3.4618 0.1331 -3.6680  -1.039
C 3.2334 0.2601 -2.2867  -0.681
N 2.0860 -0.3023 -1.9427  0.108
H 0.6751 -1.2824 -2.9628  0.210
H 2.0724 -0.8641 -5.1211  0.494
H 4.2980 0.4910 -4.2412  0.404
H 3.8328 0.7427 -1.5326  0.555
N -2.3984 1.1045 2.4916  -0.468
C -2.2941 2.4844 2.4928  0.870
C -1.1504 3.1122 2.9956  -0.147
C -1.0942 4.4907 3.0956  -0.420
C -2.1643 5.2828 2.6984  -0.654
C -3.2913 4.6623 2.1768  -0.624
C -3.3587 3.2830 2.0665  -0.598
H -3.0900 0.7231 1.8628  0.335
H -1.5284 0.6033 2.3823  -0.170
H -0.3026 2.5074 3.2916  0.300
H -0.1915 4.9527 3.4776  0.380
H -2.1111 6.3604 2.7748  0.411
H -4.1309 5.2589 1.8396  0.372
H -4.2418 2.8106 1.6528  0.388



# 3
The following is a quantum chemistry calculation of a molecular structure, C31H42FI2N7S, from OMol25.

Values from the calculation:
**Electronic energy**: -2683.1103 Ha
**Highest occupied orbital energy**: -8.259 eV
**Total charge**: 0
**Kohn-Sham gap**: 7.64 eV

Last column: Mulliken charge in e.
Geometry (Å):
C 1.9479 -3.6612 -0.3501  -0.945
C 2.3816 -2.5189 -1.2910  -0.014
I 4.4491 -2.3223 -1.7140  0.127
C 1.4681 -1.6932 -1.8122  -0.745
I 1.9774 -0.0629 -3.0907  0.135
C 0.0191 -1.9976 -1.4484  0.363
C -0.5107 -1.4728 -0.2033  -0.332
N -1.7306 -1.7263 0.1923  -0.490
C -2.4398 -2.5329 -0.6480  0.531
C -3.7731 -2.8993 -0.2831  -0.009
F -4.2334 -2.4345 0.8997  -0.345
C -4.5482 -3.6994 -1.0427  -0.752
C -4.0120 -4.1886 -2.2847  -0.920
C -2.7476 -3.8513 -2.6553  0.811
S -2.1570 -4.5451 -4.2018  -0.302
C -1.8984 -3.0055 -1.8498  0.108
N -0.6324 -2.7605 -2.2956  -0.397
H 2.7790 -4.3268 -0.0947  0.429
H 1.1415 -4.2660 -0.7924  0.283
H 1.5171 -3.1696 0.5387  0.122
H 0.1333 -0.8530 0.4314  0.776
H -5.5524 -4.0081 -0.7740  0.839
H -4.6080 -4.8256 -2.9380  0.392
H -0.8463 -4.2006 -4.2563  0.193
C -8.3524 -6.2340 2.5930  -1.174
C -6.9712 -5.6957 2.9487  -0.627
C -6.2928 -4.9668 1.7854  -0.236
C -6.0171 -5.8587 0.6594  0.350
N -5.8124 -6.5674 -0.2203  -0.499
H -8.2977 -6.9793 1.7975  0.348
H -8.8070 -6.7111 3.4618  0.346
H -9.0139 -5.4297 2.2645  0.299
H -6.3403 -6.5178 3.2933  0.326
H -7.0693 -4.9985 3.7835  0.353
H -5.3503 -4.5361 2.1300  0.243
H -6.9158 -4.1343 1.4506  0.367
C 0.0216 3.9448 -1.3780  -1.096
C 1.4028 4.5000 -1.0570  -0.535
C 2.0477 5.2310 -2.2383  -0.028
C 2.3092 4.3383 -3.3662  0.233
N 2.5063 3.6370 -4.2534  -0.444
H 0.0653 3.1939 -2.1705  0.366
H -0.4061 3.4686 -0.4952  0.299
H -0.6553 4.7406 -1.6949  0.263
H 2.0487 3.6853 -0.7213  0.375
H 1.3132 5.1995 -0.2237  0.326
H 2.9922 5.6731 -1.9141  0.304
H 1.4078 6.0548 -2.5627  -0.050
C 10.1071 -2.2245 1.0412  -1.150
C 9.1306 -2.6323 -0.0560  -0.401
C 8.6464 -1.4486 -0.8980  -0.250
C 7.8729 -0.4896 -0.1092  0.201
N 7.2727 0.2635 0.5152  -0.415
H 9.6401 -1.5491 1.7600  0.339
H 10.4493 -3.1039 1.5879  0.333
H 10.9830 -1.7258 0.6209  0.306
H 8.2773 -3.1464 0.3918  0.269
H 9.6232 -3.3492 -0.7167  0.324
H 8.0213 -1.8229 -1.7120  0.159
H 9.4983 -0.9449 -1.3590  0.295
C -1.1778 0.4750 5.4136  -1.204
C -0.9851 -0.7457 4.5212  -0.307
C 0.4809 -0.9963 4.1565  -0.319
C 1.0441 0.0894 3.3541  0.197
N 1.4667 0.9427 2.7154  -0.440
H -0.8597 1.3905 4.9117  0.345
H -2.2306 0.5896 5.6738  0.347
H -0.6092 0.3770 6.3409  0.304
H -1.5813 -0.6288 3.6134  0.218
H -1.3679 -1.6265 5.0415  0.330
H 0.5549 -1.9272 3.5897  0.199
H 1.0761 -1.1297 5.0622  0.352
C -0.6320 9.0721 -3.6013  -0.962
C -1.6529 9.7129 -2.6680  -0.438
C -1.2071 9.7169 -1.2028  -0.439
C -1.0712 8.3648 -0.6629  0.265
N -0.9573 7.3022 -0.2440  -0.412
H -0.4760 8.0190 -3.3593  0.163
H -0.9781 9.1255 -4.6337  0.337
H 0.3306 9.5844 -3.5407  0.316
H -2.6087 9.1939 -2.7665  0.305
H -1.8180 10.7456 -2.9825  0.305
H -1.9411 10.2615 -0.6053  0.289
H -0.2592 10.2493 -1.1011  0.274



# 4
The following is a quantum chemistry calculation of 2 unconnected molecules or ions with the total composition C4H13NO, from OMol25.

Values from the calculation:
**ΔE to the lowest compared entry with this formula, charge and spin**: 32.8 kcal/mol
**Electronic energy**: -290.1446 Ha
**Structure (SMILES)**: CCNCC.O
**Highest occupied orbital energy**: -8.186 eV
**Total charge**: 0
**Kohn-Sham gap**: 8.71 eV

Last column: Mulliken charge in e.
Geometry (Å):
C 1.1424 -0.1900 -1.4705  -0.289
N 0.0253 0.5331 -0.7161  -0.388
C -1.2272 -0.2592 -0.5318  -0.523
C -2.2546 0.5069 0.3841  -1.074
C 2.3817 -0.3191 -0.5866  -1.160
H 0.8654 -1.1903 -1.7908  0.266
H 1.1876 0.5019 -2.3112  0.293
H 0.4085 0.8828 0.1875  0.229
H -1.6331 -0.3629 -1.5550  0.481
H -1.1929 -1.2436 -0.1582  0.319
H -3.2436 -0.0322 0.1001  0.293
H -2.1051 0.4112 1.4428  0.329
H -2.3345 1.5565 0.0353  0.290
H 2.6648 0.5925 -0.0025  0.301
H 3.2825 -0.6109 -1.1368  0.356
H 2.2126 -1.0391 0.1988  0.294
H -0.5247 -0.7683 2.8110  0.276
H 0.5281 0.1890 2.8164  0.259
O -0.0683 -0.1312 2.2005  -0.553



# 5
The following is a quantum chemistry calculation of 10 unconnected molecules or ions with the total composition C5H29NO10, from OMol25.

Values from the calculation:
**ΔE to the lowest compared entry with this formula, charge and spin**: 0.0 kcal/mol
**Electronic energy**: -1014.9888 Ha
**Spin multiplicity**: 2
**Highest occupied orbital energy (spin up / spin down)**: 0.052 / -7.437 eV
**Total charge**: -1
**Kohn-Sham gap (spin up / spin down)**: 3.00 / 10.32 eV

Last column: Mulliken charge in e.
Geometry (Å):
C -0.5716 -2.8224 1.7791  -0.588
C 0.2618 -2.1668 3.1161  -0.879
C 0.7066 -0.7085 2.7832  -0.532
C -0.4072 0.3088 2.7510  -0.859
C -1.3349 0.2752 1.5320  0.527
N -0.6560 0.3788 0.3689  0.236
O -2.5581 0.3194 1.5515  -0.749
H -1.4195 -3.3663 2.1336  0.387
H 0.0345 -3.5727 1.2556  0.314
H -0.4775 -2.0517 1.0093  -0.178
H -0.3377 -2.2396 3.9381  0.483
H 1.2159 -2.6800 3.1454  0.357
H 1.4804 -0.5531 3.4818  0.484
H 1.1981 -0.6869 1.7412  0.016
H -1.0310 -0.0223 3.6116  0.384
H -0.0270 1.2931 2.8472  0.414
H -1.0476 0.4705 -0.5321  -0.220
H 0.3212 0.5793 0.3109  -0.030
H -2.2424 3.0023 0.8721  0.352
H -1.2356 3.2774 -0.2312  0.382
O -2.1591 3.5867 -0.0030  -0.758
H -1.0788 -0.9805 -2.4340  0.322
H -2.5055 -0.6259 -2.8451  0.256
O -1.5788 -0.3490 -2.8776  -0.575
H -3.1524 1.8833 -1.0400  0.332
H -2.8830 0.7176 -0.1760  0.254
O -3.0830 0.8580 -1.0858  -0.660
H 3.6212 -2.4504 0.3565  0.251
H 2.6363 -1.4301 -0.5237  0.025
O 2.7690 -2.2723 -0.1027  -0.659
H 0.1016 -3.0440 -1.8285  0.211
H 0.9166 -1.8929 -1.2022  0.211
O 0.0595 -2.3264 -1.2018  -0.685
H 3.4151 0.8985 -0.4821  -0.431
H 2.3506 0.5119 -1.5029  -0.201
O 2.6728 0.3660 -0.6521  1.103
H -0.5321 1.4807 -2.1996  0.120
H -1.4449 2.4367 -2.6135  0.312
O -0.5735 2.2084 -2.6669  -0.654
H 1.4414 3.4023 -0.4728  0.186
H 0.4900 2.5209 -1.2363  0.291
O 0.5389 3.0758 -0.3982  -0.573
H 2.8416 0.6369 -3.5173  0.099
H 1.2354 0.8862 -3.6501  0.102
O 2.0287 0.8667 -3.1098  -0.182



# 6
The following is a quantum chemistry calculation of a molecular structure, C7H6NNiO7, from OMol25.

Values from the calculation:
**ΔE to the lowest compared entry with this formula, charge and spin**: 9.2 kcal/mol
**Electronic energy**: -2359.6749 Ha
**Spin multiplicity**: 3
**Highest occupied orbital energy (spin up / spin down)**: -11.898 / -12.646 eV
**Total charge**: +1
**Kohn-Sham gap (spin up / spin down)**: 7.46 / 6.79 eV

Last column: Mulliken charge in e.
Geometry (Å):
O -1.8355 -2.2344 -0.0005  -0.192
C -0.8923 -1.5703 -0.0001  0.372
Ni 0.3109 -0.2282 -0.0707  0.299
O 2.0701 -1.6300 1.7336  -0.269
C 1.4874 -1.0914 0.8819  0.246
C 1.1302 1.3451 -0.0453  0.555
O 1.5442 2.4098 -0.1157  -0.212
C -1.2689 1.0828 -1.2453  -0.020
O -1.3408 2.1018 -1.8184  -0.269
C 0.9112 -0.5756 -1.6750  0.391
O 1.1529 -0.8412 -2.7703  -0.215
H -2.0769 0.2475 -1.2490  0.236
N -0.2213 -1.1089 3.7723  -0.267
C 0.0995 0.3778 3.7079  -0.401
C -1.1743 0.9385 3.0265  0.482
O -1.9913 1.4506 3.8261  -0.630
O -1.3281 0.6488 1.8110  -0.543
H -1.1275 -1.2054 4.2640  0.401
H 0.4791 -1.6685 4.2813  0.377
H -0.2924 -1.4927 2.8132  0.092
H 0.1693 0.7091 4.7426  0.342
H 1.0466 0.5322 3.1781  0.223



no.,F_max (eV Å⁻¹)
1,1.31
2,0.40
3,2.11
4,3.42
5,7.15
6,8.31